Entry from the Open Molecules 2025 dataset: a molecular structure, C22H35BBrClCoF3N2O4P in a non-equilibrium geometry (ωB97M-V with the def2-TZVPD basis set).

CARTESIAN COORDINATES (ANGSTROEM)
H: -0.635 5.970 1.564
H: 1.908 1.892 -1.776
C: 2.054 -4.839 -1.903
Cl: -0.931 -1.398 -1.947
C: 1.896 -1.402 -0.365
H: -1.119 1.216 1.584
H: 2.568 -0.152 -4.801
H: 0.507 4.596 1.597
O: -2.263 4.570 0.323
C: 1.680 -2.914 -0.538
H: -1.791 2.418 3.418
H: 2.447 -5.325 -2.779
H: -0.044 -4.370 2.980
C: -0.955 2.904 2.921
N: 1.056 -3.590 0.428
H: -1.400 2.786 -1.501
C: 1.393 -5.551 -0.913
H: 1.242 -6.613 -1.022
H: 1.567 2.217 2.555
C: 0.777 -0.325 -3.671
H: -1.814 1.213 -0.731
H: 0.106 5.464 3.056
C: 1.363 -0.825 0.963
H: -0.189 2.614 0.953
B: 0.089 1.221 -1.833
O: 0.992 2.198 -1.786
H: -1.896 -3.482 0.032
C: 0.502 -0.305 -2.148
H: 0.421 -1.974 2.927
H: 1.854 1.194 0.280
H: -1.401 -5.237 2.140
H: -1.575 -4.656 3.779
H: 0.954 -1.367 -3.920
C: -1.113 -4.442 2.817
C: -0.391 -1.526 2.356
H: 1.897 -1.404 1.707
C: 1.775 0.638 1.209
H: -0.130 -0.043 -4.191
H: 2.770 0.614 1.628
F: 0.378 2.103 -4.809
H: -4.314 3.441 0.990
C: 2.001 0.473 -4.126
Br: 3.872 -1.246 -0.146
F: 2.412 2.776 -4.462
Co: -3.580 2.244 -1.644
C: -2.522 -2.886 0.694
H: 0.838 0.778 3.157
C: -0.303 5.106 2.115
O: -0.045 -1.024 1.106
C: -2.407 4.162 1.470
C: 0.925 -4.919 0.221
C: 0.943 1.378 2.256
H: -2.037 1.423 -2.518
H: -0.203 3.098 3.677
H: 2.711 -2.870 -2.427
H: -2.677 -1.910 0.260
H: -0.808 -0.724 2.969
H: -3.457 -3.422 0.828
C: -1.415 1.694 -1.639
H: -4.252 4.332 2.530
N: -1.414 4.210 2.439
C: 2.198 -3.478 -1.705
F: 1.946 1.595 -6.210
C: -3.748 3.612 1.899
C: 1.675 1.745 -4.904
P: -1.690 -2.828 2.276
O: 1.702 -0.711 -1.562
H: -3.630 2.666 2.419
H: 0.429 -5.519 0.964
C: -0.385 1.984 1.817
H: 2.682 0.735 -3.327

Output
- Molar mass: 664.602 Da
- Total charge: +2
- E: -6351.9235 Ha
- E_LUMO (alpha / beta): -7.163 / -8.389 eV
- Maximum force: 1.26 eV Å⁻¹
- E_HOMO (alpha / beta): -14.1 / -14.1 eV
- Spin multiplicity: 4

Atom charges from the Mulliken analysis, given in e for atoms 1 to 6:
1 H 0.38
2 H 0.44
3 C -0.79
4 Cl -0.34
5 C -0.45
6 H -0.29